The following is a DFT calculation (the ωB97M-V functional and the def2-TZVPD basis) of a cluster of 5 separate species, C5H20O5 in total.

CARTESIAN COORDINATES (ANGSTROEM)
C  1.082  -3.038  -1.811
O  1.900  -1.922  -1.731
H  0.735  -3.469  -0.755
H  1.739  -3.850  -2.146
H  0.266  -2.822  -2.410
H  2.781  -2.159  -2.063
C  -3.166  -0.256  2.115
O  -4.525  0.061  2.497
H  -2.583  -0.584  2.985
H  -2.426  0.822  1.980
H  -2.759  -0.908  1.288
H  -4.533  0.815  3.031
C  0.805  -0.776  3.824
O  1.675  -1.909  3.665
H  1.183  0.089  4.293
H  -0.102  -1.064  4.343
H  0.302  -0.347  2.926
H  1.262  -2.633  3.160
C  -0.120  0.749  -0.325
O  0.424  0.383  -1.513
H  -0.947  0.227  0.070
H  -0.387  1.796  -0.487
H  0.694  0.975  0.535
H  1.005  -0.324  -1.577
C  1.018  3.522  -3.925
O  0.459  3.172  -2.662
H  1.678  2.779  -4.443
H  1.735  4.502  -3.670
H  0.244  3.895  -4.577
H  0.563  2.273  -2.615

Its HOMO energy is -9.9 eV. The calculation puts the LUMO energy at 0.34 eV. Its structure (SMILES) is CO.CO.CO.CO.CO.

Mulliken atomic charge list, values in e, 2 entries: number 1, C, carries -0.54; number 2, O, carries -0.56

The following is a DFT calculation (the ωB97M-V functional and the def2-TZVPD basis) of a cluster of 6 separate species, C5H20O5 in total.

CARTESIAN COORDINATES (ANGSTROEM)
C  1.835  -0.073  -0.443
C  0.931  0.545  0.332
C  0.623  2.047  0.217
C  0.054  -0.233  1.302
C  -0.394  -1.589  0.796
H  2.592  0.332  -1.116
H  1.961  -1.165  -0.397
H  -0.468  2.289  0.497
H  1.266  2.573  0.913
H  0.670  2.308  -0.843
H  -0.808  0.486  1.537
H  0.608  -0.180  2.269
H  -0.866  -1.518  -0.178
H  0.488  -2.226  0.740
H  -1.086  -2.175  1.455
O  -2.204  3.287  0.372
H  -2.390  3.747  1.196
H  -2.937  3.440  -0.234
O  3.161  -0.238  3.612
H  3.052  0.546  3.061
H  2.321  -0.225  4.100
O  -1.182  -3.729  -2.170
H  -0.904  -3.972  -1.278
H  -0.672  -2.904  -2.296
O  -0.177  -1.153  -2.415
H  0.610  -0.724  -2.766
H  -0.762  -0.393  -2.288
O  -1.693  0.987  -1.382
H  -2.456  0.471  -1.097
H  -1.741  1.802  -0.868

Its HOMO energy is -9.0 eV. The calculation puts the LUMO energy at -0.02 eV. Its structure (SMILES) is C=C(C)CC.O.O.O.O.O.

Mulliken atomic charge list, values in e, 2 entries: number 1, C, carries -1.33; number 2, C, carries 1.32

The following is a DFT calculation (the ωB97M-V functional and the def2-TZVPD basis) of a cluster of 6 separate species, C5H21Br4N3O3 in total.

CARTESIAN COORDINATES (ANGSTROEM)
N  21.725  -3.519  17.535
H  21.010  -2.782  17.504
H  22.670  -3.256  17.811
H  21.736  -4.162  16.703
H  21.325  -4.139  18.253
N  18.414  -5.917  16.520
H  19.007  -6.318  17.242
H  17.722  -5.294  16.944
H  17.937  -6.676  16.023
H  19.004  -5.391  15.797
N  24.009  -6.977  15.337
H  24.053  -7.720  14.628
H  23.783  -7.397  16.235
H  23.304  -6.277  14.987
H  24.947  -6.568  15.374
O  21.013  -5.172  12.863
C  21.075  -4.934  14.203
O  22.183  -4.962  14.811
O  19.940  -4.663  14.721
H  20.070  -4.879  12.836
Br  15.060  -7.735  13.887
C  15.694  -6.602  12.447
C  17.180  -6.467  12.597
Br  17.988  -5.429  11.186
H  15.138  -5.669  12.450
H  15.462  -7.089  11.502
H  17.615  -7.465  12.548
H  17.489  -6.067  13.563
Br  17.093  -1.751  11.380
C  17.113  -2.462  13.186
C  17.902  -1.502  14.042
Br  17.943  -2.096  15.932
H  17.702  -3.376  13.112
H  16.128  -2.746  13.540
H  17.482  -0.504  14.071
H  18.929  -1.511  13.700

Its HOMO energy is -14.4 eV. As for the total charge: +2. The calculation puts the LUMO energy at -6.88 eV.

Mulliken atomic charge list, values in e, 2 entries: number 1, N, carries -0.35; number 2, H, carries 0.36

The following is a DFT calculation (the ωB97M-V functional and the def2-TZVPD basis) of a cluster of 5 separate species, C5H21NO4S2 in total.

CARTESIAN COORDINATES (ANGSTROEM)
C  1.259  3.634  1.463
C  1.041  3.217  0.005
S  -0.711  3.398  -0.486
S  -1.651  1.876  0.468
C  -0.854  0.328  0.062
C  -1.440  -0.512  -1.113
C  -1.165  0.247  -2.425
N  -0.711  -1.782  -1.062
H  1.368  4.716  1.535
H  2.154  3.149  1.850
H  0.387  3.408  2.058
H  1.412  2.207  -0.171
H  1.578  3.847  -0.706
H  -1.006  -0.257  0.966
H  0.221  0.273  -0.117
H  -2.485  -0.655  -0.859
H  -0.245  -0.097  -2.861
H  -1.100  1.328  -2.283
H  -2.021  0.105  -3.091
H  0.275  -1.765  -0.823
H  -0.829  -2.248  -1.951
O  1.299  -1.660  1.358
H  1.564  -2.434  1.887
H  1.207  -0.842  1.846
O  1.437  -4.179  2.175
H  0.567  -4.154  1.738
H  1.942  -4.717  1.553
O  -0.672  -4.667  0.195
H  -1.598  -4.638  0.464
H  -0.466  -3.758  -0.074
O  3.085  -2.725  -1.382
H  3.446  -1.978  -1.865
H  3.266  -3.537  -1.857

Its HOMO energy is -8.2 eV. The calculation puts the LUMO energy at 0.45 eV. Its structure (SMILES) is CCSSC[C@@H](C)N.O.O.O.O.

Mulliken atomic charge list, values in e, 2 entries: number 1, C, carries -1.02; number 2, C, carries -0.43

The following is a DFT calculation (the ωB97M-V functional and the def2-TZVPD basis) of a cluster of 6 separate species, C5H21NO7 in total.

CARTESIAN COORDINATES (ANGSTROEM)
N  -0.314  -2.173  -1.370
C  -0.123  -1.459  -0.016
C  1.142  -1.658  0.807
C  1.695  -0.243  1.433
C  2.916  0.005  0.613
C  2.784  1.080  -0.424
O  2.712  2.224  -0.161
O  3.002  0.637  -1.707
H  0.660  -2.223  -1.770
H  -0.815  -2.944  -1.422
H  -1.010  -1.665  0.626
H  0.053  -0.541  -0.302
H  2.054  -1.978  0.234
H  1.094  -2.362  1.576
H  0.933  0.469  1.118
H  1.902  -0.427  2.541
H  3.140  -0.994  0.305
H  3.726  0.339  1.138
H  3.135  1.327  -2.352
O  -1.359  0.890  1.218
H  -1.988  1.381  0.717
H  -0.994  1.585  1.870
O  -0.619  3.395  0.824
H  -0.699  2.658  0.321
H  -0.385  4.256  0.317
O  -1.240  1.500  -1.698
H  -1.452  0.780  -2.307
H  -0.417  1.671  -1.472
O  -2.933  -1.330  -1.307
H  -2.040  -1.719  -1.472
H  -3.297  -0.658  -1.799
O  -3.884  -0.293  1.491
H  -3.102  -0.805  1.766
H  -4.278  -0.724  0.661

Its HOMO energy is -9.8 eV. The calculation puts the LUMO energy at 0.36 eV. Its structure (SMILES) is NCCCCC(=O)O.O.O.O.O.O.

Mulliken atomic charge list, values in e, 2 entries: number 1, N, carries -0.71; number 2, C, carries -0.27

The following is a DFT calculation (the ωB97M-V functional and the def2-TZVPD basis) of a cluster of 6 separate species, C5H22N2O6 in total.

CARTESIAN COORDINATES (ANGSTROEM)
C  -1.365  -2.851  1.001
C  -0.180  -2.014  0.505
C  -0.094  -1.814  -0.972
O  -0.875  -2.077  -1.853
N  1.069  -1.096  -1.344
C  2.197  -0.405  -0.695
C  1.847  1.106  -0.724
N  2.326  1.792  -1.970
H  -1.283  -2.932  2.093
H  -2.341  -2.497  0.669
H  -1.251  -3.904  0.634
H  -0.123  -1.080  1.018
H  0.775  -2.572  0.793
H  1.377  -1.096  -2.307
H  2.357  -0.649  0.366
H  3.040  -0.819  -1.242
H  2.372  1.430  0.206
H  0.813  1.125  -0.390
H  3.307  1.923  -2.042
H  1.747  1.631  -2.781
O  -0.709  2.215  1.612
H  -0.365  2.529  0.750
H  -0.403  2.936  2.182
O  -2.549  -0.846  2.138
H  -2.780  -0.069  2.663
H  -3.188  -0.770  1.410
O  1.071  0.391  2.006
H  0.529  1.173  1.652
H  1.578  0.479  2.811
O  -0.110  3.651  -1.726
H  0.839  3.660  -1.939
H  -0.471  3.135  -2.455
O  -3.321  -0.356  -0.659
H  -3.368  -1.184  -1.140
H  -2.469  -0.145  -0.273

Its HOMO energy is -8.8 eV. The calculation puts the LUMO energy at 0.24 eV. Its structure (SMILES) is CCC(=O)NCCN.O.O.O.O.O.

Mulliken atomic charge list, values in e, 2 entries: number 1, C, carries -1.48; number 2, C, carries 0.55

| no. | maximum force (Eh/bohr) |
| --- | --- |
| 1 | 0.1077 |
| 2 | 0.0486 |
| 3 | 0.0435 |
| 4 | 0.0482 |
| 5 | 0.1441 |
| 6 | 0.0661 |